{
  "formula": "C4H12NSe",
  "method": "the ωB97M-V functional and the def2-TZVPD basis",
  "symbols": ["C", "C", "C", "C", "N", "Se", "H", "H", "H", "H", "H", "H", "H", "H", "H", "H", "H", "H"],
  "coordinates": [[2.24634, -0.06843, -0.58755], [1.02875, -1.70064, 0.54995], [-3.30222, 1.29955, -0.21849], [0.24183, 0.65262, 0.46210], [0.87149, -0.45933, -0.22763], [-2.33962, -0.27557, 0.26705], [2.84576, -0.82494, -1.21474], [2.13166, 0.87175, -1.09312], [2.73686, 0.20576, 0.32626], [0.07282, -2.23095, 0.72364], [1.58574, -2.38553, 0.00093], [1.50490, -1.51764, 1.57211], [-3.54080, 1.80182, 0.71198], [-3.04419, 2.11223, -0.86802], [-4.13298, 0.90368, -0.83029], [0.39771, 1.63051, -0.11899], [0.37617, 0.67963, 1.54882], [0.31978, -0.69452, -1.00401]],
  "atomic_forces_ev_per_a": [[1.1, 0.2, -1.6], [-1.6, -0.4, 3.1], [-1.1, 0.3, 0.1], [-3.1, 0.8, -0.4], [1.8, -0.7, 1.8], [3.2, 1.1, -0.2], [-1.2, 1.1, 1.1], [0.3, 0.3, -0.8], [0.5, -0.4, 0.5], [0.2, 0.8, 0.0], [1.3, -0.9, -1.0], [-0.6, 0.0, -1.6], [-0.8, -0.2, 0.0], [1.6, 0.0, -0.6], [-0.3, -0.1, 0.9], [-0.6, -1.6, 1.1], [0.2, -0.1, -0.6], [-0.9, -0.2, -1.7]],
  "relative_energy_kcal_mol": 33.1,
  "charge": 1,
  "energy_ev": -71168.9661,
  "homo_lumo_gap_ev": [7.30, 7.28],
  "largest_force_ev_per_a": 3.47,
  "homo_ev": [-12.664, -12.655]
}